(1)
Computed, not measured: the molecule C23H32N4O2S, with ωB97M-V with the def2-TZVPD basis set.

```
62
Properties=species:S:1:pos:R:3:forces:R:3:lowdin_charge:R:1
C 3.5071 1.3848 -2.9042 -0.30 -0.30 0.11 -0.06
C 2.9373 0.1351 -2.2386 0.42 0.19 0.08 -0.24
O 1.6661 -0.2194 -2.7435 -0.32 0.06 -0.18 -0.06
C 0.5517 0.3986 -2.2721 -0.16 0.03 -0.04 -0.28
C -0.6601 -0.0682 -2.7904 0.24 0.10 0.02 -0.01
C -1.8580 0.4632 -2.3747 0.04 0.11 0.16 -0.02
C -1.8980 1.4903 -1.4260 0.60 -0.12 0.03 -0.26
N -3.1465 1.9981 -1.0682 -0.26 -0.07 -0.15 0.04
C -3.5774 2.6448 0.0523 0.00 0.12 0.05 -0.86
S -5.1115 3.2762 0.0198 -0.71 0.24 -0.05 0.61
N -2.7481 2.7367 1.1044 0.06 -0.24 -0.55 0.00
C -3.1638 3.2543 2.3859 -0.22 0.13 0.40 -0.22
C -3.2226 2.1495 3.4426 0.32 0.10 -0.15 -0.15
C -1.8465 1.5302 3.7075 -0.29 0.08 0.15 -0.19
N -1.3097 0.8701 2.5260 0.19 -0.18 0.16 -0.20
C 0.1473 0.8204 2.4327 0.36 -0.09 -0.10 -0.14
C 0.7130 -0.5938 2.5887 0.01 0.21 0.20 -0.14
N 0.1880 -1.4660 1.5595 -0.24 0.10 0.18 -0.08
C 1.0218 -2.0541 0.6204 0.03 -0.19 -0.17 -0.22
C 2.3593 -2.3506 0.9134 0.08 0.07 0.00 -0.02
C 3.1890 -2.9198 -0.0269 -0.01 -0.05 -0.25 -0.01
C 2.7177 -3.2443 -1.2968 -0.07 0.00 0.07 -0.30
O 3.6351 -3.7677 -2.1710 0.06 0.09 0.31 -0.10
C 3.2084 -4.0426 -3.4813 -0.05 -0.05 -0.17 -0.10
C 1.3784 -3.0229 -1.5774 0.35 -0.23 -0.15 -0.03
C 0.5497 -2.4388 -0.6360 -0.10 0.07 0.27 -0.03
C -1.1795 -1.1663 1.1800 -0.16 -0.08 -0.03 -0.14
C -1.9046 -0.4391 2.3022 -0.10 -0.12 -0.22 -0.16
C -0.6909 1.9834 -0.9411 -0.32 -0.01 -0.11 -0.03
C 0.5167 1.4374 -1.3493 0.31 -0.23 -0.13 -0.02
H 2.8773 2.2515 -2.7184 0.00 0.11 0.01 0.07
H 3.5685 1.2327 -3.9789 0.03 0.01 -0.10 0.08
H 4.5035 1.5819 -2.5185 0.12 0.05 0.04 0.08
H 2.8988 0.2468 -1.1483 -0.02 -0.08 -0.06 0.12
H 3.5731 -0.7254 -2.4641 -0.07 0.08 0.12 0.12
H -0.6308 -0.8581 -3.5236 0.00 -0.12 -0.10 0.12
H -2.7837 0.0870 -2.7856 -0.11 -0.07 -0.03 0.12
H -3.8805 1.8749 -1.7537 0.07 0.15 0.22 0.11
H -1.9963 2.0518 1.1968 -0.02 0.01 -0.10 0.09
H -2.4473 4.0229 2.6971 -0.07 0.01 0.05 0.12
H -4.1462 3.7176 2.2636 0.23 -0.02 0.03 0.06
H -3.9286 1.3833 3.1214 -0.11 -0.02 0.03 0.11
H -3.5941 2.5761 4.3751 -0.06 -0.02 0.04 0.11
H -1.1619 2.3340 3.9903 0.00 -0.04 0.03 0.12
H -1.9214 0.8325 4.5591 0.11 0.03 -0.02 0.12
H 0.4385 1.1915 1.4415 0.14 -0.02 0.13 0.10
H 0.5960 1.4750 3.1833 -0.04 0.00 -0.03 0.12
H 0.4618 -0.9908 3.5815 0.15 0.09 -0.01 0.13
H 1.7981 -0.5347 2.5152 -0.07 -0.02 0.03 0.11
H 2.7656 -2.1507 1.8927 0.01 0.01 0.08 0.10
H 4.2213 -3.1270 0.2083 0.13 -0.03 0.04 0.12
H 4.0940 -4.3838 -4.0159 -0.10 0.01 -0.01 0.09
H 2.8106 -3.1465 -3.9698 -0.01 -0.03 0.01 0.09
H 2.4498 -4.8326 -3.5015 0.01 0.04 -0.01 0.09
H 0.9578 -3.2860 -2.5344 0.00 -0.01 -0.13 0.11
H -0.4792 -2.2793 -0.9107 -0.11 0.07 0.01 0.10
H -1.7022 -2.1058 0.9720 -0.05 0.11 -0.07 0.13
H -1.2180 -0.5403 0.2754 -0.03 -0.07 -0.01 0.11
H -2.9495 -0.3015 2.0115 0.03 -0.11 0.02 0.12
H -1.8900 -1.0565 3.2157 -0.03 0.05 -0.02 0.13
H -0.6810 2.8278 -0.2703 0.00 0.04 0.07 0.12
H 1.4266 1.8522 -0.9444 0.11 0.02 0.00 0.11
```
Forces are in eV/Å.

Results
HOMO-LUMO gap in eV: 7.896
LUMO in eV: 0.6
Structure (SMILES): CCOc1ccc(NC(=S)NCCCN2CCN(c3ccc(OC)cc3)CC2)cc1

(2)
Computed, not measured: the molecule C4H6N2, with ωB97M-V with the def2-TZVPD basis set.

```
12
Properties=species:S:1:pos:R:3:forces:R:3:lowdin_charge:R:1
C -0.4642 -1.4823 -0.2653 0.04 -0.14 -0.07 -0.08
N -0.3276 -0.0573 -0.4264 -0.12 -0.01 -0.06 -0.15
C 0.8440 0.6726 -0.8078 0.04 0.03 -0.13 -0.08
C 0.3341 0.6972 0.6047 -0.11 0.06 0.22 -0.29
C -0.6363 1.6399 1.1341 -0.74 0.58 0.29 -0.17
N -1.5859 2.1998 1.4854 1.08 -0.21 -0.15 0.14
H -1.0648 -1.6382 0.6389 0.14 -0.11 -0.21 0.09
H 0.4892 -2.0211 -0.1691 -0.05 0.03 -0.02 0.08
H -1.0326 -1.8595 -1.1161 0.16 -0.18 0.04 0.08
H 0.6941 1.5276 -1.4678 -0.01 -0.25 0.14 0.11
H 1.7781 0.1217 -0.9530 -0.15 0.14 0.11 0.11
H 0.9719 0.1996 1.3426 -0.30 0.05 -0.17 0.14
```
Forces are in eV/Å.

Results
HOMO-LUMO gap in eV: 10.719
LUMO in eV: 0.8
Structure (SMILES): CN1C[C@H]1C#N

(3)
Computed, not measured: C35H45BrCl3N8O3PtS as an isolated structure, with ωB97M-V with the def2-TZVPD basis set.

```
97
Properties=species:S:1:pos:R:3:forces:R:3:lowdin_spin:R:1
Pt 2.8516 0.3126 0.3170 0.13 0.16 0.17 1.26
Cl 5.9338 -5.8393 -1.9156 0.02 -0.01 0.00 0.13
C 4.8720 -4.5975 -1.5141 -0.10 0.02 -0.02 0.20
C 5.3437 -3.5237 -0.7178 0.02 0.00 0.02 0.04
C 4.4824 -2.5251 -0.4054 0.05 -0.04 -0.01 0.10
Cl 4.9966 -1.1965 0.5886 -0.01 -0.06 -0.06 0.10
C 3.1132 -2.5040 -0.8566 0.07 0.06 0.14 0.13
O 2.3204 -1.5669 -0.5788 -0.12 -0.09 -0.14 0.27
C 2.6786 -3.6394 -1.6419 -0.04 -0.07 -0.07 0.12
Cl 1.0570 -3.6713 -2.1582 0.04 0.04 0.02 0.04
C 3.5405 -4.6485 -1.9636 0.08 -0.01 0.02 -0.01
H 6.3686 -3.5231 -0.3719 0.00 0.00 0.00 0.00
H 3.2089 -5.4870 -2.5602 0.00 0.00 0.00 0.00
C -2.1757 0.9031 -1.1963 -0.19 0.18 -0.13 0.00
O -2.6143 -0.4265 -0.8968 -0.26 0.23 -0.16 -0.01
C -3.9049 -0.6959 -1.3076 0.18 -0.03 -0.02 0.00
C -4.6669 0.0896 -2.1527 0.12 -0.04 0.10 0.06
C -5.9596 -0.3087 -2.5072 0.01 -0.02 0.02 0.00
Br -6.9662 0.7829 -3.6583 0.01 0.01 0.00 0.00
C -6.4894 -1.4749 -2.0243 -0.06 0.00 -0.02 0.03
C -5.7262 -2.2863 -1.1616 0.03 0.02 0.02 0.02
C -4.4322 -1.8894 -0.8088 0.07 -0.06 0.07 0.05
O -3.6768 -2.6512 0.0224 -0.05 -0.01 -0.05 0.02
C -6.3332 -3.4891 -0.6684 -0.03 -0.03 -0.01 0.12
N -7.5966 -3.8521 -1.0170 0.01 0.00 0.01 0.12
C -7.8288 -4.9896 -0.3829 -0.03 -0.03 0.02 0.12
C -9.0053 -5.7991 -0.3951 0.00 0.01 -0.01 0.10
C -8.9873 -6.9318 0.3561 -0.01 0.01 -0.01 0.02
C -7.8404 -7.2906 1.1202 0.03 0.01 0.01 0.23
C -6.6717 -6.5245 1.1563 -0.02 -0.03 0.01 0.01
C -6.6864 -5.3823 0.4008 0.04 0.02 0.00 0.12
N -5.7630 -4.3842 0.1740 0.00 0.09 -0.05 0.00
H -2.8755 1.6173 -0.7587 0.08 0.08 0.03 0.00
H -2.1365 1.0637 -2.2742 0.02 -0.06 -0.04 0.00
H -1.1773 1.0828 -0.7991 -0.10 -0.40 0.18 0.00
H -4.2821 1.0158 -2.5475 0.00 0.05 -0.03 0.00
H -7.4894 -1.7875 -2.2849 0.01 -0.01 -0.01 0.00
H -2.8312 -2.1957 0.1405 0.04 0.00 0.03 0.00
H -9.8595 -5.4983 -0.9851 0.00 0.00 0.00 0.00
H -9.8500 -7.5819 0.3855 0.00 0.00 0.00 0.00
H -7.8776 -8.2025 1.7018 0.00 0.00 0.00 0.01
H -5.8212 -6.8302 1.7487 0.00 0.00 0.00 0.00
H -4.8289 -4.2880 0.5418 -0.01 -0.05 0.04 0.00
C 3.6705 7.6095 -1.1169 0.01 0.00 0.01 0.00
C 3.9152 7.7701 0.3820 0.00 -0.01 0.00 0.00
C 4.6477 6.6134 1.0639 -0.01 0.00 -0.02 0.00
C 3.9104 5.2799 1.0771 -0.02 -0.01 -0.01 0.00
N 3.9842 4.6358 -0.2527 0.02 0.01 0.01 0.03
C 3.5778 3.4284 -0.5817 -0.09 0.05 0.06 0.05
S 2.7205 2.5333 0.6742 0.04 0.05 0.00 0.20
N 3.8028 2.9763 -1.8112 0.01 -0.08 0.00 0.01
C 3.2377 1.7869 -2.4492 -0.11 0.18 -0.06 0.05
C 1.7498 1.9069 -2.7458 -0.03 0.01 -0.06 0.00
C 1.4255 3.0063 -3.7532 0.01 0.00 0.02 0.00
C -0.0674 3.0981 -4.0406 0.01 -0.02 -0.01 0.00
H 3.2978 8.5381 -1.5458 0.00 0.00 0.00 0.00
H 2.9192 6.8464 -1.3401 0.00 -0.01 0.00 0.00
H 4.5974 7.3704 -1.6506 -0.01 0.00 0.00 0.00
H 2.9631 7.9404 0.8912 0.00 0.00 0.00 0.00
H 4.5078 8.6710 0.5447 0.00 0.00 0.00 0.00
H 4.8276 6.8793 2.1064 0.00 0.00 0.00 0.00
H 5.6383 6.4687 0.6188 0.00 0.00 0.00 0.00
H 2.8600 5.4214 1.3403 0.00 0.00 0.01 0.00
H 4.3591 4.6021 1.8026 0.00 0.00 0.00 0.00
H 4.3705 5.2189 -0.9854 0.02 0.00 0.00 0.00
H 4.3173 3.5965 -2.4213 0.02 -0.02 -0.01 0.00
H 3.4487 0.9082 -1.8238 0.11 -0.05 0.03 0.03
H 3.8029 1.6438 -3.3699 0.01 -0.02 0.00 0.00
H 1.2043 2.0826 -1.8124 0.01 -0.01 -0.05 0.00
H 1.4110 0.9411 -3.1323 -0.01 -0.02 0.00 0.00
H 1.9704 2.8153 -4.6821 -0.01 0.01 0.00 0.00
H 1.7803 3.9706 -3.3753 0.00 -0.01 -0.01 0.00
H -0.4442 2.1584 -4.4487 0.00 -0.01 -0.01 0.00
H -0.2812 3.8813 -4.7656 -0.01 0.00 0.01 0.00
H -0.6289 3.3249 -3.1318 0.00 0.02 0.02 0.00
C 2.7333 0.2544 3.4369 0.01 0.02 0.00 0.00
N 1.9232 -0.2423 2.2690 0.01 -0.03 -0.11 0.18
C 0.5465 0.3529 2.3785 -0.03 -0.02 0.03 0.00
N -0.0701 0.0040 3.6321 0.00 0.01 0.00 0.01
C 0.7682 0.4985 4.7334 0.00 0.01 0.00 0.00
N 2.1060 -0.0973 4.6825 0.02 0.01 0.00 0.01
C 1.9832 -1.5539 4.7685 0.00 -0.02 -0.02 0.00
N 1.1641 -2.0788 3.6661 0.02 0.01 -0.01 0.01
C 1.7812 -1.7336 2.4102 -0.04 0.04 0.11 0.01
C -0.1608 -1.4546 3.7333 -0.01 -0.01 -0.01 0.00
H 2.8204 1.3387 3.3495 0.00 -0.01 0.00 0.00
H 3.7263 -0.1935 3.3689 0.00 -0.01 0.02 0.00
H -0.0491 -0.0287 1.5449 0.03 0.02 0.00 0.00
H 0.6379 1.4374 2.2956 0.00 -0.01 0.00 0.00
H 0.2977 0.2437 5.6815 0.00 0.00 0.00 0.00
H 0.8502 1.5841 4.6661 0.00 0.00 0.00 0.00
H 1.5175 -1.8193 5.7162 0.00 0.00 0.00 0.00
H 2.9747 -2.0068 4.7295 0.01 0.00 0.00 0.00
H 1.1705 -2.0913 1.5808 0.00 0.00 -0.01 0.00
H 2.7792 -2.1727 2.3517 0.00 0.00 0.00 0.00
H -0.6299 -1.7175 4.6801 0.00 0.00 0.00 0.00
H -0.7797 -1.8329 2.9167 0.00 -0.01 0.01 0.00
```
Forces are in eV/Å.

Results
Total charge: +3
HOMO-LUMO gap (alpha / beta) in eV: 7.908 / 4.427
LUMO (alpha / beta) in eV: -6.6 / -10.1
Multiplicity: 5

(4)
Computed, not measured: C45H45BBrF4N5SSbSm as an isolated structure, with ωB97M-V with the def2-TZVPD basis set.

```
104
Properties=species:S:1:pos:R:3:forces:R:3:lowdin_spin:R:1
Sm 0.7062 1.0001 -1.1209 -0.83 1.09 0.03 5.06
Br -1.6344 1.4447 0.6976 0.82 0.76 1.52 -0.01
C -0.7526 2.4628 2.1480 1.17 1.08 1.42 0.00
C -1.5019 2.9681 3.1914 -0.62 -0.84 -0.95 0.00
C -0.8922 3.7307 4.2198 -1.78 -0.38 0.99 0.00
C 0.4426 3.9334 4.3347 -0.86 0.64 1.15 0.00
C 1.2723 3.5642 3.3159 1.89 -2.67 -2.71 0.00
C 2.7113 3.7223 3.3630 -0.09 -1.20 -1.18 0.00
C 3.4423 3.2889 2.2140 -0.28 2.17 2.50 0.00
C 2.8273 2.7268 1.1360 -0.24 -1.22 -1.57 0.00
C 1.4786 2.3595 1.0835 0.58 -0.45 -1.65 -0.02
C 0.6942 2.7484 2.1539 -0.92 1.24 1.08 0.00
H -2.5804 2.7121 3.2881 0.88 0.43 -0.21 0.00
H -1.6190 4.0349 5.0009 0.86 -0.06 -0.35 0.00
H 0.8855 4.3577 5.2283 -0.20 0.28 -0.02 0.00
H 3.2757 3.9977 4.2956 -0.95 0.20 -1.10 0.00
H 4.4807 3.5945 2.1080 0.08 -0.42 0.36 0.00
H 3.5233 2.4745 0.2988 -0.70 0.14 0.41 0.00
N 3.8489 -2.0234 0.3749 0.75 1.03 -1.31 0.00
C 3.6094 -2.6969 1.5741 -1.05 0.07 0.40 0.00
C 4.3344 -3.8637 1.8691 0.58 0.78 -1.97 0.00
C 4.0844 -4.5453 2.9938 -2.19 0.38 2.93 0.00
C 3.1249 -3.9938 3.9257 1.21 -1.37 -0.32 0.00
C 2.3852 -2.8651 3.6151 -0.55 0.39 0.95 0.00
C 2.5678 -2.1994 2.3997 2.89 -2.93 -0.25 0.00
S 1.6946 -0.8328 2.0052 -1.39 2.65 -1.07 0.00
N 2.1691 -0.3814 0.3709 0.99 -0.85 0.02 0.00
C 3.1971 -0.9519 -0.1747 -0.74 -1.31 1.32 0.00
C 3.7246 -0.5052 -1.4992 -1.97 0.59 -1.14 0.00
C 4.7069 -1.1430 -2.2479 -0.56 0.92 0.02 0.00
C 5.1017 -0.5159 -3.4366 0.81 -0.64 -0.88 0.00
C 4.5065 0.6634 -3.8923 -0.13 0.05 1.62 0.00
C 3.5706 1.2741 -3.0306 -1.57 -0.92 -0.21 0.00
N 3.0198 0.5635 -1.9982 2.91 1.27 0.27 -0.01
H 4.5564 -2.3759 -0.2384 0.27 -0.41 0.34 0.00
H 5.1215 -4.2935 1.2124 -0.74 0.76 0.06 0.00
H 4.5482 -5.4948 3.1858 0.26 -0.07 0.24 0.00
H 3.0355 -4.5074 4.9031 -0.25 0.50 -0.74 0.00
H 1.6681 -2.4447 4.3687 0.66 -0.52 -0.84 0.00
H 5.0302 -2.1439 -1.9953 0.51 0.25 0.03 0.00
H 5.9502 -0.9897 -4.0018 -1.22 0.48 0.33 0.00
H 4.6994 1.1110 -4.8507 0.47 0.15 -0.02 0.00
H 3.1155 2.2907 -3.2243 0.37 -1.48 -0.01 0.00
C -4.9450 0.1483 -1.8322 2.28 0.79 -0.01 0.00
C -4.3548 1.4644 -1.7762 -0.30 -0.90 -0.32 0.00
C -2.9886 1.6699 -1.9856 -0.64 -2.63 -0.39 0.00
N -2.1467 0.6020 -2.2575 -0.49 0.15 0.21 0.00
C -2.6677 -0.6223 -2.4646 -2.44 1.96 0.51 0.00
C -4.0868 -0.8583 -2.2608 1.32 0.35 0.09 0.00
H -5.9422 -0.1085 -1.4642 0.21 0.46 -0.52 0.00
H -5.0031 2.3098 -1.6291 -0.01 0.27 0.33 0.00
H -2.5236 2.6371 -1.9225 0.06 0.23 -0.01 0.00
H -2.0171 -1.3909 -2.8332 0.25 -0.32 0.18 0.00
H -4.4680 -1.8528 -2.3894 0.01 -0.40 -0.02 0.00
F -0.5397 -2.0070 -0.5566 -0.07 0.46 -0.08 0.00
B 0.2744 -2.3745 -1.6184 -0.63 0.88 0.05 0.00
F 1.4333 -2.8882 -1.1861 1.12 -0.68 0.10 0.00
F -0.3923 -3.0960 -2.5572 0.13 0.18 -0.28 0.00
F 0.7123 -0.9670 -2.2637 -0.51 -0.96 0.11 0.00
C -4.2432 -5.0552 1.1154 -0.41 -1.05 0.28 0.00
C -4.7295 -4.7135 2.5343 1.34 -0.11 -0.25 0.00
Sb -3.4975 -3.1093 3.3973 -0.10 -1.01 -0.06 0.00
C -4.2628 -3.5037 5.3904 0.79 -0.41 -0.55 0.00
C -4.2585 -2.1563 6.0489 0.67 0.95 2.05 0.00
C -1.6121 -4.2515 3.4690 -0.27 -0.01 1.28 0.00
C -0.8081 -3.8488 2.2719 0.71 0.57 -1.64 0.00
H -4.5767 -4.2815 0.4440 0.07 0.21 -0.51 0.00
H -4.6342 -6.0412 0.7644 -0.01 0.75 0.17 0.00
H -3.1559 -5.1686 1.0438 -0.15 0.25 0.11 0.00
H -4.6517 -5.5886 3.1753 0.12 -0.01 0.24 0.00
H -5.7543 -4.3929 2.5688 -0.53 0.21 -0.17 0.00
H -3.5674 -4.1784 5.9609 -0.81 0.37 -0.69 0.00
H -5.2566 -3.9637 5.2536 0.42 0.21 0.35 0.00
H -3.2170 -1.7146 6.1083 -1.03 -0.38 -0.44 0.00
H -4.5024 -2.2767 7.1160 -0.21 0.16 -0.09 0.00
H -4.9399 -1.3810 5.6721 0.22 -0.39 -0.28 0.00
H -1.8396 -5.3465 3.4759 0.20 0.85 0.26 0.00
H -1.0427 -3.9266 4.4105 -0.93 -0.76 -1.08 0.00
H -1.3618 -3.9073 1.2951 0.33 0.07 0.90 0.00
H 0.0973 -4.4699 2.1101 -0.31 0.36 0.26 0.00
H -0.4937 -2.7800 2.3630 -0.12 -0.78 -0.18 0.00
C 0.8953 1.4725 -7.0307 -0.62 -0.05 -0.48 0.00
C 0.0072 0.7311 -6.2193 1.76 0.95 -1.67 0.00
C -0.1024 1.1054 -4.9114 -0.30 -0.76 1.44 0.00
C 0.5036 2.2375 -4.3648 0.36 -0.15 -1.66 0.00
C 1.2464 3.0586 -5.2651 -0.58 -0.84 0.75 0.00
C 1.4859 2.6626 -6.5661 -0.80 -0.99 0.20 0.00
N 0.3790 2.5019 -3.0090 0.92 -0.84 0.97 -0.01
C -0.0192 3.7555 -2.6983 -0.39 3.88 1.08 0.00
C -0.9292 4.4991 -3.5762 1.62 -1.36 1.22 0.00
C -1.2316 5.8019 -3.3365 -1.29 1.89 0.37 0.00
C -0.8928 6.3921 -2.0784 -0.95 0.06 -0.62 0.00
C -0.1257 5.7050 -1.1414 -0.67 0.46 -1.64 0.00
C 0.4536 4.5011 -1.5080 -1.44 -1.69 -1.87 0.00
H 1.0264 1.1351 -8.0666 0.08 0.33 0.39 0.00
H -0.5004 -0.1008 -6.6945 -0.02 -0.12 0.49 0.00
H -0.6087 0.4435 -4.2181 -0.34 0.22 -0.03 0.00
H 1.6003 3.9981 -4.9112 0.40 0.61 0.27 0.00
H 2.0759 3.2939 -7.2047 0.19 0.03 -0.27 0.00
H -1.3241 3.9702 -4.4152 -0.10 -0.11 -0.60 0.00
H -1.8836 6.3933 -4.0949 1.18 -1.10 1.50 0.00
H -1.3868 7.3350 -1.8062 0.50 -0.31 -0.18 0.00
H -0.0047 6.1723 -0.1887 0.50 0.01 0.53 0.00
H 1.1690 4.0685 -0.8513 0.53 -0.57 0.43 0.00
```
Forces are in eV/Å.

Results
HOMO-LUMO gap (alpha / beta) in eV: 5.463 / 5.486
LUMO (alpha / beta) in eV: -1.1 / -1.1
Multiplicity: 6

Calculated total energy for every record listed, in sequence, given in eV: -45260.828, -7223.400, -176755.129, -171715.627.
ΔE to the lowest compared entry with this formula, charge and spin for every record listed, in sequence, given in kJ/mol: 186.2, 211.4, 35.9, 11.2.